(1)
Computed, not measured: 9 unconnected molecules or ions with the total composition C36H73BrN8O10 at a distorted geometry, with the ωB97M-V functional and the def2-TZVPD basis.

Values from the calculation:
SMILES	C#CCCC[C@@H]1CC(=O)O[C@H]1C[C@H](C)Br.CNC(C)=O.CNC(C)=O.CNC(C)=O.CNC(C)=O.CNC(C)=O.CNC(C)=O.CNC(C)=O.CNC(C)=O
DFT total energy	-140956.585	eV
frontier orbital gap	9.384	eV
LUMO level	0.539	eV
multiplicity	1

Cartesian coordinates (Å):
C1 -3.36 -4.33 -1.66
C2 -2.44 -4.19 -2.42
C3 -1.19 -3.95 -3.15
C4 -0.88 -2.43 -3.32
C5 0.42 -1.98 -2.65
C6 0.37 -1.61 -1.16
C7 -0.71 -2.20 -0.26
C8 -1.84 -1.20 -0.46
O1 -3.03 -1.35 -0.37
O2 -1.30 0.00 -0.82
C9 0.15 -0.12 -0.83
C10 0.76 0.31 0.52
C11 -0.27 0.52 1.63
C12 -1.05 1.84 1.49
Br1 0.67 0.50 3.36
H1 -4.15 -4.37 -0.96
H2 -1.28 -4.43 -4.12
H3 -0.36 -4.41 -2.59
H4 -1.75 -1.83 -3.06
H5 -0.74 -2.28 -4.40
H6 0.81 -1.13 -3.21
H7 1.15 -2.79 -2.79
H8 1.39 -1.80 -0.81
H9 -0.31 -2.15 0.76
H10 -0.95 -3.25 -0.39
H11 0.48 0.54 -1.62
H12 1.29 1.26 0.42
H13 1.50 -0.44 0.83
H14 -0.99 -0.29 1.73
H15 -1.28 2.21 2.49
H16 -1.99 1.63 1.00
H17 -0.46 2.58 0.96
C13 0.47 5.05 -1.34
C14 0.54 5.17 0.16
O3 0.94 4.26 0.87
N1 0.14 6.35 0.71
C15 -0.36 7.53 0.02
H18 0.82 4.06 -1.62
H19 -0.56 5.17 -1.69
H20 1.09 5.80 -1.81
H21 0.21 6.37 1.71
H22 0.29 8.38 0.25
H23 -1.36 7.76 0.38
H24 -0.38 7.39 -1.05
C16 -2.42 -2.82 4.50
C17 -2.56 -3.04 3.02
O4 -2.21 -4.09 2.48
N2 -3.07 -2.02 2.27
C18 -3.52 -0.72 2.73
H25 -1.99 -3.71 4.95
H26 -1.76 -1.98 4.71
H27 -3.39 -2.63 4.96
H28 -3.13 -2.23 1.29
H29 -4.58 -0.59 2.48
H30 -2.95 0.07 2.24
H31 -3.40 -0.63 3.81
C19 1.39 6.45 -4.83
C20 0.26 7.42 -4.55
O5 0.02 7.82 -3.42
N3 -0.47 7.85 -5.61
C21 -0.32 7.48 -7.01
H32 1.88 6.21 -3.90
H33 0.99 5.53 -5.27
H34 2.12 6.89 -5.51
H35 -1.20 8.49 -5.36
H36 -0.13 8.37 -7.60
H37 -1.25 7.02 -7.36
H38 0.49 6.79 -7.16
C22 2.65 7.36 -10.91
C23 1.18 7.47 -10.57
O6 0.77 8.24 -9.71
N4 0.32 6.67 -11.24
C24 0.62 5.70 -12.28
H39 3.20 8.06 -10.28
H40 3.02 6.35 -10.71
H41 2.82 7.61 -11.95
H42 -0.64 6.79 -10.97
H43 0.10 5.96 -13.20
H44 0.29 4.71 -11.96
H45 1.68 5.66 -12.48
C25 2.29 -5.35 3.18
C26 2.13 -3.95 2.66
O7 2.28 -3.67 1.48
N5 1.78 -2.98 3.54
C27 1.53 -3.10 4.97
H46 2.56 -6.00 2.35
H47 3.08 -5.40 3.93
H48 1.36 -5.71 3.61
H49 1.71 -2.07 3.11
H50 0.52 -2.77 5.20
H51 2.23 -2.47 5.52
H52 1.65 -4.13 5.30
C28 -2.62 -7.55 7.15
C29 -2.06 -6.35 6.43
O8 -1.96 -5.26 6.97
N6 -1.67 -6.51 5.14
C30 -1.71 -7.71 4.33
H53 -2.89 -7.26 8.16
H54 -3.51 -7.92 6.64
H55 -1.88 -8.35 7.20
H56 -1.32 -5.67 4.71
H57 -0.70 -7.97 3.99
H58 -2.34 -7.55 3.46
H59 -2.11 -8.55 4.90
C31 5.51 -1.48 -3.17
C32 4.07 -1.95 -3.19
O9 3.44 -2.07 -4.23
N7 3.49 -2.23 -1.99
C33 4.06 -2.14 -0.66
H60 5.82 -1.30 -4.19
H61 5.60 -0.56 -2.60
H62 6.15 -2.24 -2.73
H63 2.53 -2.53 -2.08
H64 4.01 -3.12 -0.18
H65 3.47 -1.45 -0.06
H66 5.09 -1.80 -0.69
C34 -1.01 -2.79 8.12
C35 -1.22 -1.35 7.73
O10 -1.07 -1.01 6.56
N8 -1.59 -0.45 8.68
C36 -1.81 -0.70 10.09
H67 -0.75 -3.34 7.23
H68 -0.21 -2.89 8.85
H69 -1.93 -3.22 8.53
H70 -1.71 0.48 8.32
H71 -2.84 -0.43 10.35
H72 -1.13 -0.09 10.68
H73 -1.65 -1.74 10.33

***

(2)
Computed, not measured: a single C4H8N4 molecule at a distorted geometry, with the ωB97M-V functional and the def2-TZVPD basis.

Values from the calculation:
DFT total energy	-10230.380	eV
frontier orbital gap (alpha / beta)	5.893 / 6.752	eV
LUMO level (alpha / beta)	1.029 / -2.037	eV
energy above the lowest of the compared OMol25 structures with the same formula, charge and spin	3.609	eV
multiplicity	3

Cartesian coordinates (Å):
C1 2.59 -0.61 0.02
C2 1.27 -1.07 -0.27
C3 -1.45 -0.63 0.89
C4 -1.35 1.25 -0.65
N1 2.59 0.73 -0.01
N2 1.54 1.28 -0.16
N3 0.50 -0.02 -0.31
N4 -0.92 -0.13 -0.35
H1 3.50 -1.13 -0.02
H2 0.93 -2.05 -0.13
H3 -0.55 -0.97 1.52
H4 -2.11 0.21 1.26
H5 -2.18 -1.48 0.67
H6 -1.35 1.34 -1.73
H7 -2.43 1.36 -0.45
H8 -0.62 1.92 -0.29